1.
110
Properties=species:S:1:pos:R:3:forces:R:3:mulliken_charge:R:1 method="wB97M-V/def2-TZVPD" homo_lumo_gap_ev=8.56 de_lowest_ev=0.000 fmax_ev_per_a=1.8 total_energy_ha=-3100.485015 smiles="CCCCCCCCCCCCC[C@H]1OC(=O)[C@@H](N=C=S)[C@@H]1CCCI.O=C1c2ccccc2C(=O)c2ccccc21.O=C1c2ccccc2C(=O)c2ccccc21" homo_energy_ev=-9.7
C 8.354 3.837 2.235 0.43 -0.28 -0.09 -1.148
C 9.380 3.338 1.217 0.15 0.02 0.64 -0.412
C 9.349 1.831 0.941 -0.61 0.55 -0.53 -0.981
C 7.932 1.224 0.779 1.15 -0.13 0.20 -0.203
C 7.484 0.570 2.085 -0.74 0.53 -0.34 -0.930
C 6.217 -0.297 2.007 0.67 -0.31 -0.08 -0.808
C 6.062 -1.155 0.750 -0.53 -0.62 0.50 1.036
C 6.772 -2.522 0.833 -0.23 0.66 -0.11 -1.286
C 5.993 -3.639 0.135 0.70 -0.65 0.17 -0.407
C 5.112 -4.507 1.051 -0.32 0.53 -0.15 -1.141
C 4.374 -3.765 2.161 -0.74 -0.49 0.04 -0.784
C 3.051 -3.104 1.707 0.93 0.18 0.25 -0.050
C 2.778 -1.914 2.610 -0.36 0.21 -0.53 -0.484
C 1.457 -1.190 2.383 -0.13 -0.11 1.37 0.052
O 0.936 -0.943 3.756 0.09 0.19 0.56 -0.495
C 0.344 0.267 3.853 -0.24 0.78 0.51 0.227
O 0.110 0.852 4.884 0.07 -0.91 -1.19 -0.626
C 0.117 0.669 2.402 -0.13 0.12 0.22 0.192
N -0.363 2.030 2.105 -0.84 -0.80 -1.09 -0.674
C -1.277 2.045 1.281 0.99 0.04 1.46 0.542
S -2.506 1.964 0.331 -0.02 0.24 -0.28 -0.242
C 1.467 0.232 1.840 0.41 0.28 -0.23 0.077
C 1.739 0.523 0.370 -0.07 -0.81 -0.06 -1.415
C 1.363 -0.598 -0.608 -0.22 0.80 -0.48 -0.316
C 1.938 -0.270 -1.997 -0.24 0.18 0.46 -1.235
I 3.576 -1.510 -2.566 -0.14 0.07 -0.05 0.018
H 7.340 3.607 1.927 -0.21 0.16 -0.01 0.297
H 8.479 4.905 2.377 -0.20 0.19 0.00 0.393
H 8.531 3.361 3.197 -0.07 -0.07 0.16 0.256
H 9.304 3.933 0.309 -0.13 -0.13 -0.25 0.322
H 10.359 3.562 1.640 0.22 0.14 -0.14 0.329
H 9.894 1.310 1.721 0.03 -0.16 0.20 0.412
H 9.889 1.659 0.012 0.23 -0.05 -0.05 0.309
H 7.247 1.991 0.426 -0.26 0.02 0.01 0.231
H 8.031 0.497 -0.021 -0.26 -0.29 -0.06 0.372
H 7.259 1.381 2.774 0.15 0.04 0.32 0.328
H 8.325 0.034 2.515 0.06 -0.30 -0.05 0.346
H 6.270 -0.993 2.845 -0.18 -0.02 0.22 0.311
H 5.323 0.293 2.192 -0.07 0.33 -0.23 0.195
H 6.334 -0.642 -0.166 0.01 0.17 -0.11 0.685
H 5.001 -1.384 0.654 -0.22 0.09 -0.12 -0.902
H 6.895 -2.760 1.888 0.13 -0.20 0.11 0.497
H 7.775 -2.425 0.426 0.18 -0.11 -0.12 0.443
H 5.407 -3.282 -0.705 -0.10 0.40 -0.05 0.010
H 6.731 -4.311 -0.302 -0.02 -0.16 -0.20 0.398
H 5.670 -5.336 1.476 0.28 0.03 0.06 0.447
H 4.343 -4.950 0.419 -0.04 -0.30 -0.06 0.322
H 4.100 -4.506 2.911 0.06 -0.01 0.25 0.553
H 4.982 -3.032 2.683 0.26 0.09 -0.09 0.414
H 2.243 -3.824 1.812 -0.17 -0.09 -0.25 0.566
H 3.162 -2.820 0.661 -0.21 0.10 -0.15 -0.064
H 3.578 -1.179 2.550 0.22 -0.01 -0.06 -0.297
H 2.771 -2.275 3.633 -0.07 -0.02 0.23 0.316
H 0.683 -1.830 1.956 0.17 -0.04 -0.53 0.547
H -0.593 -0.090 2.050 -0.36 0.25 -0.19 0.538
H 2.245 0.736 2.422 0.01 0.18 0.03 0.364
H 2.792 0.760 0.229 0.20 -0.04 0.12 0.490
H 1.186 1.415 0.084 0.02 0.20 0.00 0.536
H 0.280 -0.581 -0.731 -0.17 -0.32 0.18 0.243
H 1.661 -1.581 -0.268 0.06 -0.15 0.09 0.369
H 1.165 -0.292 -2.751 0.07 -0.41 -0.36 0.516
H 2.313 0.746 -1.991 0.27 0.12 -0.09 0.479
O -6.112 -0.492 0.836 0.05 -0.01 -0.05 -0.658
C -5.912 -1.649 1.146 -0.04 0.22 -0.06 0.497
C -6.694 -2.752 0.523 0.06 -0.09 0.07 0.231
C -7.653 -2.448 -0.436 -0.10 0.00 -0.12 -0.540
C -8.362 -3.465 -1.050 0.02 -0.06 0.01 -0.590
C -8.117 -4.792 -0.711 0.00 0.07 0.00 -0.469
C -7.174 -5.100 0.255 -0.10 -0.09 -0.09 -0.609
C -6.463 -4.083 0.879 0.03 0.14 0.00 0.296
C -5.463 -4.431 1.929 0.03 -0.24 0.07 0.562
O -5.300 -5.582 2.274 0.01 0.02 -0.01 -0.662
C -4.666 -3.329 2.536 -0.05 0.08 -0.06 0.257
C -3.700 -3.631 3.489 0.12 0.03 0.08 -0.686
C -2.929 -2.619 4.037 -0.01 0.03 -0.05 -0.663
C -3.120 -1.300 3.636 0.03 -0.06 -0.01 -0.626
C -4.092 -0.995 2.698 0.17 0.19 0.09 -0.784
C -4.869 -2.003 2.147 -0.03 -0.12 -0.03 0.378
H -7.838 -1.416 -0.701 0.08 0.04 0.07 0.526
H -9.106 -3.227 -1.799 0.00 0.00 0.00 0.411
H -8.665 -5.586 -1.201 -0.01 0.00 0.00 0.403
H -6.985 -6.129 0.524 0.07 0.03 0.09 0.478
H -3.552 -4.657 3.795 -0.08 -0.04 -0.08 0.490
H -2.174 -2.855 4.776 0.01 0.01 0.01 0.490
H -2.511 -0.512 4.060 -0.02 0.02 0.05 0.679
H -4.243 0.031 2.388 -0.10 -0.03 -0.05 0.566
O -6.189 2.095 -6.550 0.00 0.01 0.01 -0.664
C -6.092 2.976 -5.722 -0.03 -0.18 -0.16 0.605
C -5.891 2.654 -4.281 0.00 0.14 0.04 0.228
C -5.794 1.324 -3.891 0.03 -0.13 0.08 -0.806
C -5.571 1.010 -2.561 0.01 0.02 0.02 -0.713
C -5.444 2.022 -1.616 0.00 -0.04 0.01 -0.599
C -5.556 3.348 -1.996 0.03 -0.08 0.12 -1.060
C -5.786 3.669 -3.328 0.00 -0.05 -0.14 0.414
C -5.921 5.100 -3.719 0.01 0.17 0.17 0.518
O -5.882 5.980 -2.884 0.01 -0.01 -0.02 -0.660
C -6.101 5.424 -5.162 0.00 -0.13 -0.04 0.185
C -6.194 6.753 -5.553 -0.01 0.14 -0.09 -0.535
C -6.330 7.071 -6.893 0.00 -0.05 -0.03 -0.479
C -6.373 6.062 -7.850 0.00 0.04 0.05 -0.462
C -6.293 4.735 -7.465 -0.02 0.07 -0.15 -0.561
C -6.162 4.410 -6.121 0.03 0.06 0.12 0.175
H -5.888 0.540 -4.630 0.00 0.08 -0.09 0.474
H -5.491 -0.026 -2.257 -0.01 0.00 0.03 0.510
H -5.262 1.769 -0.579 -0.10 -0.04 0.01 1.162
H -5.463 4.136 -1.262 -0.03 0.08 -0.07 0.477
H -6.156 7.535 -4.807 0.02 -0.08 0.09 0.474
H -6.399 8.108 -7.196 0.00 0.00 0.00 0.395
H -6.470 6.314 -8.898 -0.01 0.00 0.00 0.400
H -6.330 3.949 -8.206 -0.01 -0.09 0.08 0.469

***

2.
52
Properties=species:S:1:pos:R:3:forces:R:3:lowdin_spin:R:1 method="wB97M-V/def2-TZVPD" homo_lumo_gap_ev="4.74 / 8.39" multiplicity=3 de_lowest_ev=0.224 fmax_ev_per_a=3.0 total_energy_ha=-2819.894514 homo_energy_ev="-4.2 / -7.9"
C -0.072 3.228 -3.035 0.56 0.65 -0.28 0.234
C -1.291 2.663 -2.662 -0.67 -0.58 0.30 0.021
C -1.367 1.632 -1.752 -0.16 0.72 -0.74 0.148
C -0.169 1.113 -1.132 -0.84 0.02 2.01 0.132
C 1.088 1.658 -1.605 0.48 0.95 -1.35 0.168
C 1.124 2.718 -2.505 -0.37 -0.82 0.48 0.003
C -2.695 0.997 -1.477 -0.20 -0.16 0.11 0.022
C -2.610 -0.527 -1.344 -0.99 0.36 0.19 0.017
N -1.948 -1.256 -2.471 -0.51 0.05 -0.13 0.023
Ni -0.162 -1.099 -1.494 -0.42 0.08 0.36 0.816
C 2.331 0.981 -1.165 0.12 -0.56 0.29 0.032
P 1.879 -0.841 -1.118 1.98 2.12 -0.68 0.066
H -2.223 3.028 -3.103 0.27 -0.09 0.01 -0.004
H 2.081 3.149 -2.788 -0.07 -0.16 -0.09 -0.005
H -0.045 4.034 -3.760 0.00 -0.03 0.11 0.018
H 2.639 1.297 -0.156 -0.01 -0.17 -0.26 0.011
H 3.169 1.123 -1.865 -0.24 0.08 0.26 0.003
H -3.154 1.396 -0.554 0.21 -0.31 -0.26 0.008
H -3.393 1.246 -2.291 0.15 -0.06 0.18 0.001
H -2.075 -0.836 -0.423 -0.48 0.30 -0.25 0.006
C 2.903 -1.328 0.252 0.48 -0.90 0.43 0.008
C 2.769 -1.396 -2.594 0.42 -0.41 0.02 0.025
H -3.651 -0.883 -1.223 0.34 0.05 -0.12 0.001
C -1.667 -0.573 -3.770 -0.20 0.03 -0.01 0.007
C -2.634 -2.558 -2.667 0.12 0.22 0.12 0.004
H 0.085 -2.606 -0.861 -0.63 -0.50 -0.89 0.032
H -2.023 -1.233 -4.566 0.13 0.24 -0.02 0.001
H -2.170 0.400 -3.863 0.28 -0.38 0.07 0.002
H -0.578 -0.441 -3.903 -0.50 0.16 0.01 0.002
H -2.996 -2.605 -3.699 0.05 -0.31 0.21 0.000
H -1.959 -3.393 -2.449 -0.25 0.03 -0.19 0.002
H -3.506 -2.619 -1.999 0.35 -0.17 -0.22 0.000
H 3.844 -1.247 -2.437 -0.05 -0.15 -0.33 0.007
H 2.533 -2.461 -2.708 0.29 0.12 -0.29 0.001
H 2.423 -0.840 -3.478 0.08 -0.19 0.32 0.001
H 3.947 -1.295 -0.085 -0.13 -0.06 0.34 0.002
H 2.747 -0.643 1.093 -0.03 -0.25 -0.19 0.001
H 2.627 -2.350 0.533 0.33 0.07 0.26 0.001
H -0.135 -2.732 -1.679 0.25 -0.30 1.09 0.022
O -1.484 0.855 1.128 -0.08 -0.36 0.26 0.029
B -0.265 0.858 0.397 0.09 0.97 -0.57 0.097
O 0.816 1.052 1.327 -0.54 -0.07 0.14 0.025
C 0.217 1.256 2.553 -0.30 0.06 -0.12 -0.001
C 0.800 1.652 3.738 -0.16 -0.31 -0.17 0.002
C -0.045 1.752 4.856 -0.08 -0.10 -0.42 0.003
C -1.416 1.518 4.749 0.07 -0.11 0.06 0.002
C -2.018 1.198 3.524 0.18 -0.11 -0.21 0.003
C -1.171 1.089 2.441 0.53 0.04 -0.21 -0.001
H 1.865 1.862 3.775 -0.13 -0.09 0.16 0.000
H 0.393 1.991 5.812 -0.05 0.11 0.12 0.000
H -2.034 1.561 5.640 0.07 0.09 -0.08 0.000
H -3.087 1.018 3.406 0.31 0.14 0.15 0.000

***

3.
22
Properties=species:S:1:pos:R:3:forces:R:3:nbo_charge:R:1 method="wB97M-V/def2-TZVPD" homo_lumo_gap_ev=8.69 de_lowest_ev=3.540 fmax_ev_per_a=4.7 total_energy_ha=-383.570626 smiles="CN(C)C=O.CCN" homo_energy_ev=-8.0
C -2.334 0.583 -0.923 0.13 0.34 0.11 -0.406
N -1.251 0.408 0.045 -0.12 1.87 -0.09 -0.512
C -1.711 0.198 1.422 0.53 0.06 -0.27 -0.423
C -0.144 1.384 -0.099 -2.36 0.50 1.40 0.576
O 0.340 1.996 0.831 -0.31 -1.14 -1.25 -0.561
H -2.926 1.472 -0.684 -0.14 0.04 -0.03 0.182
H -1.935 0.719 -1.931 0.03 -0.16 0.05 0.208
H -3.002 -0.280 -0.902 0.20 -0.01 -0.07 0.211
H -2.012 1.129 1.908 0.01 0.03 0.02 0.200
H -0.870 -0.235 1.964 -0.12 0.05 0.25 0.223
H -2.547 -0.504 1.431 0.13 0.04 -0.13 0.206
H 0.035 1.615 -1.159 0.34 -0.29 0.04 0.138
C 2.009 -1.185 -1.228 -0.13 0.24 -0.04 -0.626
C 1.327 -0.889 0.100 -2.97 -1.61 0.21 -0.331
N 2.229 -0.415 1.137 0.12 1.24 0.39 -0.855
H 1.321 -1.668 -1.930 0.05 0.19 0.02 0.207
H 2.418 -0.272 -1.672 -0.11 -0.03 -0.14 0.191
H 2.851 -1.878 -1.104 -0.08 0.09 0.14 0.202
H 0.937 -1.848 0.481 0.55 -0.54 -0.18 0.164
H 0.071 -0.526 0.030 4.70 -0.39 -0.14 0.286
H 3.194 -0.327 0.823 -0.28 -0.32 -0.20 0.352
H 2.000 0.523 1.461 -0.17 -0.21 -0.08 0.368